(A)
{
  "formula": "C31H41N7TeTi",
  "method": "ωB97M-V with the def2-TZVPD basis set",
  "e_lumo_ev": [0.3, 0.3],
  "elements": ["Ti", "C", "C", "C", "C", "C", "C", "N", "C", "C", "C", "C", "C", "N", "C", "C", "C", "C", "C", "C", "N", "H", "H", "H", "H", "H", "H", "H", "H", "H", "H", "H", "H", "H", "H", "H", "C", "C", "N", "C", "C", "N", "C", "C", "N", "H", "H", "H", "H", "H", "H", "H", "H", "H", "H", "H", "H", "H", "H", "H", "C", "Te", "C", "H", "H", "H", "H", "H", "H", "N", "C", "C", "C", "C", "C", "C", "H", "H", "H", "H", "H"],
  "xyz": [[0.27, -0.57, 0.02], [3.90, 0.64, -0.59], [3.39, 0.15, 0.75], [4.26, -0.16, 1.74], [3.74, -0.61, 3.00], [2.42, -0.51, 3.24], [1.55, 0.03, 2.23], [2.03, 0.08, 0.90], [0.23, 0.42, 2.46], [-0.37, 0.41, 3.76], [-1.59, 0.97, 3.95], [-2.31, 1.50, 2.85], [-1.80, 1.35, 1.59], [-0.58, 0.77, 1.37], [-2.60, 1.82, 0.43], [-4.00, 1.84, 0.47], [-4.69, 2.41, -0.58], [-3.98, 2.93, -1.65], [-2.60, 2.80, -1.65], [-1.77, 3.31, -2.80], [-1.93, 2.24, -0.64], [4.42, 1.59, -0.47], [3.07, 0.82, -1.26], [4.61, -0.06, -1.03], [5.32, -0.10, 1.57], [4.42, -1.01, 3.75], [2.01, -0.83, 4.19], [0.18, -0.01, 4.59], [-2.02, 1.00, 4.94], [-3.25, 2.01, 3.00], [-4.51, 1.41, 1.32], [-5.77, 2.44, -0.57], [-4.49, 3.39, -2.49], [-1.63, 4.39, -2.72], [-2.24, 3.11, -3.76], [-0.78, 2.85, -2.77], [-1.65, -0.37, -2.61], [-0.37, -0.11, -3.40], [0.82, 0.09, -2.55], [2.00, -0.64, -3.05], [2.33, -1.87, -2.18], [1.17, -2.28, -1.41], [0.14, -3.00, -2.15], [-1.27, -2.65, -1.68], [-1.43, -1.21, -1.42], [-2.04, 0.57, -2.25], [-2.40, -0.81, -3.28], [-0.18, -0.95, -4.06], [-0.55, 0.75, -4.05], [1.03, 1.08, -2.45], [1.83, -0.94, -4.09], [2.86, 0.02, -3.07], [2.71, -2.67, -2.82], [3.11, -1.61, -1.47], [1.43, -2.77, -0.56], [0.26, -2.75, -3.21], [0.27, -4.08, -2.08], [-1.99, -3.00, -2.43], [-1.47, -3.17, -0.74], [-2.23, -1.10, -0.81], [2.45, 3.36, 1.34], [1.11, 3.33, -0.33], [2.25, 4.75, -1.47], [2.54, 4.37, 1.71], [3.43, 2.96, 1.07], [2.00, 2.72, 2.09], [3.28, 4.42, -1.57], [2.22, 5.73, -1.00], [1.79, 4.82, -2.46], [-0.13, -1.95, 0.97], [-0.81, -2.88, 1.71], [-0.27, -4.14, 2.00], [-1.00, -5.08, 2.72], [-2.27, -4.80, 3.18], [-2.81, -3.54, 2.92], [-2.10, -2.60, 2.20], [0.73, -4.37, 1.65], [-0.56, -6.05, 2.93], [-2.83, -5.53, 3.74], [-3.80, -3.30, 3.29], [-2.50, -1.61, 2.03]],
  "mulliken_charge": [-0.4990, -0.7632, 0.4523, -1.0061, -0.9373, -1.1427, 0.7802, 1.1521, 0.3318, -1.2148, -1.2613, -0.8961, 0.4526, 1.3642, 0.0970, -1.1153, -0.8569, -0.7937, 0.7006, -1.2043, 0.6103, 0.5502, -0.5801, 0.4530, 0.4684, 0.4487, 0.4288, 0.3879, 0.4187, 0.6510, 0.5242, 0.4300, 0.4742, 0.3713, 0.3832, -0.0404, 0.1842, -1.1479, -0.4375, -1.0762, -0.7947, 0.1858, -0.8879, -0.7715, 0.3049, -0.7085, 0.4215, 0.4718, 0.5894, 0.0000, 0.4930, 0.6737, 0.4464, 0.2766, 0.4201, 0.3765, 0.5282, 0.5104, 0.2022, 0.2418, -0.8228, 0.3237, -1.1134, 0.4728, 0.2846, 0.0463, 0.3260, 0.3265, 0.3063, 0.3714, -0.4721, -0.3046, -0.6491, -0.4960, -0.7762, 0.2891, 0.3801, 0.3759, 0.3755, 0.3944, 0.2403]
}

---

(B)
{
  "formula": "C31H41N7TeTi",
  "method": "ωB97M-V with the def2-TZVPD basis set",
  "e_lumo_ev": [0.2, 0.2],
  "elements": ["Ti", "C", "C", "C", "C", "C", "C", "N", "C", "C", "C", "C", "C", "N", "C", "C", "C", "C", "C", "C", "N", "H", "H", "H", "H", "H", "H", "H", "H", "H", "H", "H", "H", "H", "H", "H", "C", "C", "N", "C", "C", "N", "C", "C", "N", "H", "H", "H", "H", "H", "H", "H", "H", "H", "H", "H", "H", "H", "H", "H", "C", "Te", "C", "H", "H", "H", "H", "H", "H", "N", "C", "C", "C", "C", "C", "C", "H", "H", "H", "H", "H"],
  "xyz": [[-0.24, -0.29, 0.41], [-1.06, -1.70, -2.79], [-2.18, -1.76, -1.77], [-3.31, -2.43, -2.14], [-4.38, -2.55, -1.21], [-4.29, -1.92, -0.02], [-3.13, -1.15, 0.30], [-2.01, -1.16, -0.55], [-3.02, -0.33, 1.41], [-4.09, -0.05, 2.30], [-3.95, 0.82, 3.33], [-2.68, 1.43, 3.52], [-1.67, 1.18, 2.65], [-1.78, 0.33, 1.56], [-0.34, 1.77, 2.79], [0.00, 2.65, 3.83], [1.26, 3.19, 3.86], [2.16, 2.85, 2.85], [1.78, 1.96, 1.87], [2.76, 1.64, 0.78], [0.55, 1.40, 1.85], [-0.51, -2.65, -2.83], [-0.37, -0.88, -2.58], [-1.48, -1.56, -3.78], [-3.37, -2.86, -3.12], [-5.26, -3.13, -1.47], [-5.09, -1.98, 0.70], [-5.05, -0.52, 2.12], [-4.77, 1.05, 3.99], [-2.52, 2.10, 4.36], [-0.73, 2.90, 4.58], [1.54, 3.87, 4.65], [3.15, 3.29, 2.82], [3.64, 1.12, 1.18], [3.12, 2.56, 0.32], [2.29, 1.05, -0.01], [1.45, -2.15, 2.89], [-0.06, -2.13, 3.08], [-0.74, -2.24, 1.80], [-0.62, -3.49, 1.05], [0.58, -3.48, 0.09], [0.87, -2.14, -0.44], [2.31, -1.84, -0.50], [2.88, -1.74, 0.92], [1.89, -1.20, 1.85], [1.76, -3.15, 2.60], [1.93, -1.94, 3.85], [-0.38, -1.19, 3.53], [-0.33, -2.94, 3.78], [-1.73, -2.04, 1.93], [-1.54, -3.60, 0.47], [-0.54, -4.37, 1.71], [0.37, -4.18, -0.72], [1.47, -3.85, 0.59], [0.53, -2.08, -1.39], [2.41, -0.89, -1.02], [2.86, -2.59, -1.07], [3.77, -1.11, 0.89], [3.22, -2.72, 1.26], [2.25, -0.37, 2.30], [4.75, 1.55, -4.51], [3.28, 1.40, -2.96], [1.71, 0.85, -4.28], [4.46, 2.32, -5.22], [4.85, 0.59, -5.01], [5.69, 1.82, -4.05], [2.06, 0.06, -4.94], [1.37, 1.71, -4.85], [0.90, 0.49, -3.66], [0.19, 0.67, -0.97], [-0.26, 1.85, -1.56], [-1.20, 1.84, -2.60], [-1.64, 3.01, -3.18], [-1.17, 4.25, -2.75], [-0.24, 4.27, -1.72], [0.20, 3.10, -1.12], [-1.61, 0.89, -2.94], [-2.38, 2.97, -3.98], [-1.51, 5.16, -3.21], [0.14, 5.22, -1.36], [0.91, 3.15, -0.31]],
  "mulliken_charge": [-0.9756, -1.7671, 1.0833, -1.1131, -0.9001, -1.6097, 0.7207, 1.9163, 0.3621, -1.1283, -1.4351, -0.7927, 0.4614, 1.7985, 0.2199, -0.7705, -1.0938, -1.3740, 0.4707, -0.8021, 1.1983, 0.5023, -0.2358, 0.5545, 0.5002, 0.4226, 0.3599, 0.3776, 0.4150, 0.4394, 0.4409, 0.4338, 0.5538, 0.2984, 0.6484, -0.5200, -1.0712, -0.7394, 0.3657, -1.0903, -0.7663, 0.2477, 0.4957, -1.2533, 0.0325, 0.3484, 0.5361, 0.2802, 0.4728, 0.4112, 0.2652, 0.5424, 0.5600, 0.3594, -0.2998, -0.5641, 0.6575, 0.5015, 0.4549, 0.3030, -1.0366, 0.3091, -0.5580, 0.3103, 0.3144, 0.2942, 0.4497, 0.3981, -0.3877, 0.3338, -0.1583, -0.1557, -0.7634, -0.6716, -0.7136, -0.1249, 0.1325, 0.4180, 0.3778, 0.4049, 0.1167]
}

---

Of them, the most stable is (B) and the least stable is (A).

---

(A)
{
  "formula": "C4H11NPS",
  "method": "ωB97M-V with the def2-TZVPD basis set",
  "e_lumo_ev": [-4.7, -4.4],
  "total_charge": 1,
  "elements": ["C", "C", "C", "C", "N", "P", "S", "H", "H", "H", "H", "H", "H", "H", "H", "H", "H", "H"],
  "xyz": [[1.89, -0.10, 0.14], [2.11, -1.31, 0.95], [-1.29, 0.75, 0.68], [-0.56, 0.53, -0.51], [-0.91, -0.85, -1.22], [2.81, 1.18, -0.25], [-3.16, 0.90, 0.28], [2.89, -1.20, 1.61], [1.14, -1.68, 1.26], [2.55, -2.22, 0.52], [-1.12, 1.57, 1.23], [-1.28, -0.07, 1.37], [-0.45, 1.22, -1.31], [-0.61, -1.76, -0.69], [-0.55, -0.82, -2.15], [-1.96, -0.64, -1.45], [1.85, 2.25, -0.47], [-3.34, 2.25, 0.02]],
  "mulliken_charge": [0.4047, -1.0071, -0.6072, -0.6092, -0.3044, -0.0974, -0.2252, 0.3963, 0.2264, 0.3476, 0.5037, 0.2436, 0.4270, 0.3637, 0.3480, 0.3695, 0.0295, 0.1908]
}

---

(B)
{
  "formula": "C4H11NPS",
  "method": "ωB97M-V with the def2-TZVPD basis set",
  "e_lumo_ev": [-5.3, -5.7],
  "total_charge": 1,
  "elements": ["C", "C", "C", "C", "N", "P", "S", "H", "H", "H", "H", "H", "H", "H", "H", "H", "H", "H"],
  "xyz": [[-1.61, -1.48, 1.24], [-0.73, 1.02, -1.13], [1.57, 0.45, -1.25], [0.40, -0.22, 0.69], [0.33, -0.04, -0.71], [0.22, 1.16, 1.85], [1.27, 0.60, 3.40], [-1.03, -1.80, 2.09], [-2.61, -1.14, 1.28], [-1.46, -2.29, 0.42], [-0.84, 1.11, -2.26], [-1.62, 0.83, -0.64], [-0.50, 2.03, -0.80], [1.37, 1.41, -1.63], [2.20, 0.69, -0.38], [1.98, -0.18, -2.04], [0.90, -1.10, 1.06], [0.15, -1.05, -1.17]],
  "mulliken_charge": [-0.7114, -1.0815, -0.8119, -0.9736, 0.1244, 0.2334, -0.1995, 0.3541, 0.3574, 0.2740, 0.3774, 0.3885, 0.5204, 0.3593, 0.3448, 0.3450, 0.6426, 0.4567]
}

---

Of them, the most stable is (B) and the least stable is (A).

---

(A)
{
  "formula": "C9H13N3",
  "method": "ωB97M-V with the def2-TZVPD basis set",
  "smiles": "c1ccc(N2CCNCC2)nc1",
  "e_lumo_ev": 0.7,
  "elements": ["C", "C", "C", "C", "C", "C", "C", "C", "C", "H", "H", "H", "H", "H", "H", "H", "H", "H", "H", "H", "H", "H", "N", "N", "N"],
  "xyz": [[-1.85, -0.04, -1.24], [-0.51, 0.74, -1.73], [-0.35, 1.93, 0.54], [-1.92, 1.65, 0.74], [0.95, -0.07, 0.16], [1.05, -1.27, -0.66], [1.91, -2.31, -0.26], [2.59, -2.17, 0.92], [2.28, -1.12, 1.81], [-1.88, -1.02, -1.50], [-2.66, 0.46, -1.75], [-0.08, 0.01, -2.49], [-0.81, 1.68, -2.16], [-0.35, 3.04, 0.12], [0.33, 1.83, 1.38], [-2.32, 2.56, 0.23], [-2.22, 1.68, 1.85], [-1.92, -0.35, 0.98], [0.56, -1.23, -1.58], [1.77, -3.30, -0.75], [3.57, -2.73, 1.34], [2.76, -0.97, 2.76], [0.22, 0.91, -0.40], [-2.32, 0.24, 0.12], [1.20, -0.15, 1.58]],
  "mulliken_charge": [-0.5416, -0.7730, -0.7209, -0.5519, 0.6024, -0.0411, -0.5972, -0.2523, -0.4477, 0.4936, 0.3451, 0.3157, 0.3842, 0.2381, 0.5085, 0.3471, 0.2334, 0.3435, 0.2316, 0.2940, 0.1943, 0.4217, -0.0068, -0.5056, -0.5153]
}

---

(B)
{
  "formula": "C9H13N3",
  "method": "ωB97M-V with the def2-TZVPD basis set",
  "smiles": "Nc1cn[nH]c1.C#C/C=C/CC",
  "e_lumo_ev": 1.0,
  "elements": ["C", "C", "C", "C", "C", "C", "C", "C", "C", "H", "H", "H", "H", "H", "H", "H", "H", "H", "H", "H", "H", "H", "N", "N", "N"],
  "xyz": [[1.52, -2.65, 0.30], [1.53, -1.51, -0.72], [1.60, -0.15, -0.09], [1.62, 1.00, -0.77], [1.68, 2.29, -0.14], [1.73, 3.38, 0.37], [-1.65, 0.33, 0.49], [-2.97, -0.01, 0.91], [-1.79, 0.64, -0.84], [2.42, -2.62, 0.92], [1.47, -3.63, -0.19], [0.65, -2.57, 0.98], [0.64, -1.58, -1.35], [2.39, -1.64, -1.41], [1.65, -0.13, 0.99], [1.58, 1.00, -1.85], [1.80, 4.36, 0.83], [-0.67, 0.46, 2.26], [0.21, 0.93, 0.95], [-3.30, -0.32, 1.90], [-3.58, 0.62, -2.01], [-1.08, 0.95, -1.60], [-0.48, 0.27, 1.26], [-3.84, 0.09, -0.08], [-3.11, 0.48, -1.13]],
  "mulliken_charge": [-1.3323, -0.1855, -0.0388, -1.1929, -0.4455, 0.4070, 0.7951, -0.7567, -0.6035, 0.3448, 0.3743, 0.2849, 0.2420, 0.3621, 0.4162, 0.3881, 0.4204, 0.2499, 0.0157, 0.4124, 0.2100, 0.4664, -0.2838, -0.8300, 0.2798]
}

---

Of them, the most stable is (B) and the least stable is (A).